(1)
Here is C41H45NP2Pb as an isolated structure at a distorted geometry from the OMol25 dataset. Energies are from ωB97M-V with the def2-TZVPD basis set.

Cartesian coordinates (Å):
Pb  -0.947  0.949  -2.804
C  0.640  0.056  -4.224
C  1.537  0.435  -3.205
C  2.379  1.676  -3.259
C  1.664  3.015  -3.482
C  0.183  3.045  -3.170
C  -0.846  2.859  -4.103
C  -0.777  2.011  -5.355
C  0.349  0.931  -5.445
C  -1.477  0.251  2.215
H  0.333  -1.008  -4.290
H  1.914  -0.342  -2.529
H  3.124  1.537  -4.062
H  2.996  1.777  -2.348
H  2.138  3.773  -2.830
H  1.902  3.390  -4.493
H  -0.097  3.577  -2.253
H  -1.785  3.423  -3.994
H  -0.737  2.651  -6.241
H  -1.756  1.506  -5.434
H  0.029  0.240  -6.241
H  1.269  1.418  -5.796
H  -2.188  -0.420  1.732
H  -1.834  0.549  3.216
H  -0.534  -0.309  2.274
P  1.012  -1.125  0.377
P  -1.231  1.791  1.362
C  1.121  0.656  0.081
C  0.262  1.684  0.394
C  2.708  -1.511  0.822
C  3.880  -0.898  0.355
C  5.113  -1.323  0.864
C  5.175  -2.326  1.837
C  3.998  -2.936  2.299
C  2.782  -2.554  1.760
C  0.813  -2.281  -1.086
C  -0.449  -2.289  -1.739
C  -0.770  -3.311  -2.647
C  0.066  -4.422  -2.780
C  1.323  -4.417  -2.185
C  1.695  -3.346  -1.370
C  -1.053  3.158  2.525
C  0.044  3.116  3.404
C  0.203  4.122  4.357
C  -0.725  5.173  4.417
C  -1.769  5.258  3.485
C  -1.943  4.244  2.542
C  -2.680  2.113  0.327
C  -3.896  1.473  0.608
C  -4.950  1.526  -0.306
C  -4.829  2.260  -1.482
C  -3.704  3.058  -1.672
C  -2.633  2.994  -0.774
H  2.115  0.989  -0.257
H  0.602  2.700  0.162
H  3.832  -0.091  -0.378
H  6.032  -0.861  0.505
H  6.135  -2.655  2.234
H  4.019  -3.703  3.078
H  1.848  -3.017  2.072
H  -1.206  -1.543  -1.433
H  -1.710  -3.285  -3.203
H  -0.265  -5.288  -3.348
H  2.010  -5.251  -2.349
H  2.669  -3.390  -0.888
H  0.756  2.288  3.358
H  1.040  4.077  5.058
H  -0.619  5.943  5.182
H  -2.460  6.105  3.493
H  -2.774  4.268  1.836
H  -4.001  0.938  1.552
H  -5.879  0.997  -0.100
H  -5.622  2.247  -2.226
H  -3.658  3.735  -2.521
H  -1.761  3.639  -0.908
C  -1.830  -4.558  1.244
C  -1.161  -4.173  2.495
C  -1.121  -4.970  3.685
C  -0.356  -4.251  4.615
C  0.040  -3.039  3.953
C  0.923  -2.008  4.525
N  -0.462  -3.018  2.685
H  -1.435  -5.516  0.889
H  -1.659  -3.802  0.478
H  -2.906  -4.686  1.401
H  -1.581  -5.943  3.792
H  -0.064  -4.516  5.628
H  0.571  -1.715  5.524
H  1.946  -2.399  4.636
H  0.951  -1.129  3.874

Values from the calculation:
2S+1   1
Gap between HOMO and LUMO (spin up / spin down)   6.43 / 5.67 eV
ΔE to the lowest compared entry with this formula, charge and spin   0.0 kcal per mole
Net charge   +2
DFT total energy   -68543.49166 eV

Atom charges from the Mulliken analysis, given in e for atoms 1 to 8: Pb 0.79; C -0.44; C 0.17; C -0.84; C -1.24; C -0.18; C -0.23; C -1.09

***

(2)
Here is C41H46AsBN5O6P2S4Ti as an isolated structure from the OMol25 dataset. Energies are from ωB97M-V with the def2-TZVPD basis set.

Cartesian coordinates (Å):
Ti  0.458  -0.905  0.223
C  -1.870  3.573  0.631
N  -1.279  2.224  0.640
P  -2.294  0.955  0.356
C  -3.264  1.314  -1.091
C  -2.581  1.485  -2.295
C  -3.276  1.807  -3.445
C  -4.657  1.960  -3.397
C  -5.339  1.796  -2.202
C  -4.644  1.478  -1.044
C  -3.384  0.659  1.735
C  -3.352  1.438  2.890
C  -4.182  1.126  3.954
C  -5.041  0.038  3.864
C  -5.080  -0.734  2.710
C  -4.257  -0.425  1.639
P  0.433  1.960  0.456
C  0.778  2.935  -1.041
C  0.812  2.267  -2.265
C  0.894  2.977  -3.453
C  0.970  4.363  -3.432
C  0.962  5.035  -2.219
C  0.857  4.327  -1.029
C  1.011  2.953  1.879
C  0.299  2.881  3.076
C  0.718  3.585  4.194
C  1.845  4.390  4.126
C  2.548  4.488  2.934
C  2.137  3.772  1.821
H  -1.834  4.012  -0.366
H  -1.333  4.209  1.334
H  -2.913  3.527  0.949
H  -1.505  1.361  -2.335
H  -2.746  1.934  -4.379
H  -5.202  2.207  -4.298
H  -6.414  1.914  -2.166
H  -5.181  1.350  -0.113
H  -2.684  2.286  2.957
H  -4.162  1.730  4.851
H  -5.685  -0.208  4.697
H  -5.747  -1.583  2.644
H  -4.270  -1.041  0.748
H  0.774  1.187  -2.283
H  0.909  2.445  -4.396
H  1.038  4.917  -4.359
H  1.025  6.115  -2.195
H  0.833  4.869  -0.093
H  -0.583  2.261  3.141
H  0.159  3.507  5.118
H  2.171  4.943  4.997
H  3.427  5.116  2.871
H  2.707  3.837  0.908
C  4.262  3.074  -1.862
N  4.670  1.686  -1.784
C  5.611  1.108  -2.612
C  5.821  -0.139  -2.145
N  5.020  -0.332  -1.039
B  5.100  -1.588  -0.125
N  4.061  -2.682  -0.611
C  4.356  -3.567  -1.619
C  3.385  -4.508  -1.661
N  2.490  -4.192  -0.665
C  1.359  -5.033  -0.306
C  2.928  -3.082  -0.030
S  2.136  -2.300  1.309
C  4.315  0.797  -0.819
S  3.255  1.100  0.484
H  5.145  3.704  -1.962
H  3.741  3.322  -0.944
H  3.596  3.239  -2.705
H  6.049  1.643  -3.435
H  6.501  -0.900  -2.480
H  4.868  -1.308  1.011
H  6.183  -2.083  -0.307
H  5.257  -3.472  -2.199
H  3.255  -5.376  -2.282
H  0.566  -4.936  -1.046
H  0.983  -4.731  0.665
H  1.697  -6.067  -0.264
O  1.209  -0.896  -1.372
As  -1.935  -2.267  -2.460
O  -3.388  -1.651  -2.106
O  -1.403  -0.265  0.139
C  -2.161  -4.159  -1.941
C  -2.544  -5.055  -2.931
C  -2.779  -6.391  -2.626
C  -2.623  -6.845  -1.325
C  -2.219  -5.968  -0.328
C  -1.992  -4.638  -0.649
S  -1.505  -3.539  0.651
O  -2.631  -2.753  1.067
O  -0.841  -4.319  1.659
O  -0.498  -2.662  -0.107
H  1.733  -1.250  -2.096
H  -2.674  -4.722  -3.956
H  -3.085  -7.074  -3.407
H  -2.805  -7.884  -1.085
H  -2.071  -6.309  0.687
C  -0.649  -1.828  3.636
S  0.104  -0.412  2.817
C  1.661  -0.239  3.709
H  -0.754  -1.585  4.692
H  -0.045  -2.721  3.494
H  -1.630  -1.976  3.189
H  2.139  -1.208  3.834
H  1.454  0.216  4.675
H  2.313  0.406  3.121

Values from the calculation:
2S+1   1
Gap between HOMO and LUMO   6.12 eV
ΔE to the lowest compared entry with this formula, charge and spin   1.6 kcal per mole
Net charge   +1
DFT total energy   -209549.91976 eV

Atom charges from the Mulliken analysis, given in e for atoms 1 to 8: Ti 0.09; C -1.38; N 0.53; P 0.86; C 0.90; C -0.29; C -0.98; C -0.66

***

(3)
Here is C41H46Cl5N11O6S5Tl as an isolated structure from the OMol25 dataset. Energies are from ωB97M-V with the def2-TZVPD basis set.

Cartesian coordinates (Å):
Tl  -0.104  1.700  -0.788
C  3.733  1.140  -2.385
C  4.377  1.141  -1.005
S  3.159  1.292  0.359
C  3.607  -0.054  1.495
C  3.563  -1.470  0.945
S  1.956  -1.862  0.175
C  2.446  -2.554  -1.437
C  3.283  -1.644  -2.315
S  2.413  -0.072  -2.665
H  4.499  0.991  -3.150
H  3.229  2.090  -2.575
H  5.047  2.001  -0.948
H  4.971  0.245  -0.820
H  2.841  0.072  2.260
H  4.589  0.148  1.928
H  3.711  -2.168  1.773
H  4.344  -1.651  0.206
H  1.486  -2.748  -1.921
H  2.964  -3.503  -1.267
H  3.473  -2.138  -3.269
H  4.243  -1.412  -1.857
N  -2.933  1.646  -1.376
C  -3.929  1.592  -0.318
C  -3.477  0.639  0.789
N  -2.150  1.018  1.236
H  -3.163  2.330  -2.084
H  -2.830  0.755  -1.850
H  -4.925  1.276  -0.666
H  -4.035  2.592  0.111
H  -3.435  -0.377  0.381
H  -4.236  0.653  1.587
H  -1.761  0.384  1.923
H  -2.145  1.956  1.622
Cl  -1.596  4.541  -1.862
C  -2.538  5.260  -0.547
Cl  -4.242  5.445  -0.999
H  -2.150  6.248  -0.330
H  -2.472  4.619  0.322
N  2.062  7.349  -1.338
N  2.087  6.118  -0.719
N  2.900  5.820  0.268
C  2.599  4.544  0.461
N  1.660  4.107  -0.393
N  1.340  5.131  -1.128
H  1.775  8.065  -0.682
H  1.411  7.272  -2.109
H  3.050  3.937  1.222
Cl  -1.591  -10.652  1.549
C  -1.514  -8.946  1.262
C  -0.373  -8.390  0.713
C  -0.336  -7.026  0.486
C  -1.399  -6.191  0.816
C  -1.263  -4.694  0.574
C  -2.080  -4.283  -0.668
N  -1.605  -3.067  -1.302
C  -1.297  -2.921  -2.638
C  -0.860  -1.636  -2.795
N  -0.876  -1.000  -1.588
C  -1.320  -1.870  -0.716
O  -1.726  -3.908  1.659
C  -0.782  -3.633  2.699
C  -0.500  -4.857  3.532
C  0.606  -5.649  3.453
Cl  2.004  -5.407  2.500
S  0.506  -7.045  4.466
C  -1.046  -6.560  5.021
C  -1.445  -5.398  4.455
C  -2.542  -6.788  1.355
Cl  -3.948  -5.871  1.769
C  -2.602  -8.156  1.583
H  0.478  -9.012  0.477
H  0.555  -6.589  0.055
H  -0.206  -4.461  0.388
H  -3.116  -4.160  -0.346
H  -2.032  -5.078  -1.412
H  -1.412  -3.739  -3.329
H  -0.542  -1.120  -3.685
H  -1.429  -1.679  0.338
H  -1.263  -2.873  3.315
H  0.135  -3.216  2.276
H  -1.559  -7.163  5.752
H  -2.390  -4.919  4.665
H  -3.496  -8.593  2.003
O  2.114  3.628  -3.654
C  1.069  3.198  -4.125
N  0.165  2.378  -3.529
C  -0.841  2.087  -4.394
O  -1.817  1.379  -4.179
C  -0.579  2.796  -5.710
C  -1.273  2.841  -6.900
C  -0.759  3.635  -7.925
C  0.418  4.350  -7.746
C  1.119  4.285  -6.543
C  0.598  3.504  -5.535
H  -2.187  2.276  -7.032
H  -1.284  3.696  -8.870
H  0.798  4.963  -8.555
H  2.044  4.831  -6.402
O  1.119  0.773  3.293
C  0.683  1.924  3.270
N  0.341  2.636  2.188
S  -0.417  3.993  2.585
O  -1.852  3.863  2.369
O  0.149  5.193  2.023
C  -0.134  3.907  4.360
C  -0.440  4.748  5.407
C  -0.090  4.343  6.691
C  0.531  3.116  6.902
C  0.805  2.266  5.838
C  0.471  2.684  4.563
H  -0.939  5.694  5.236
H  -0.312  4.983  7.535
H  0.799  2.819  7.908
H  1.265  1.298  5.985

Values from the calculation:
2S+1   1
Gap between HOMO and LUMO   6.46 eV
ΔE to the lowest compared entry with this formula, charge and spin   0.0 kcal per mole
Net charge   -1
DFT total energy   -193424.23933 eV

Atom charges from the Mulliken analysis, given in e for atoms 1 to 8: Tl 0.64; C -0.24; C -1.31; S 0.49; C -0.74; C -1.11; S 0.17; C -0.64

***

net charge of number 2 (C41H46AsBN5O6P2S4Ti)? +1